# 1
{"formula": "C9H12O6", "method": "ωB97M-V/def2-TZVPD", "elements": ["O", "C", "C", "C", "C", "C", "C", "O", "O", "H", "H", "H", "H", "H", "H", "H", "H", "O", "C", "O", "C", "C", "O", "H", "H", "H", "H"], "coordinates": [[-3.256, -2.214, -3.506], [-3.817, -2.153, -2.288], [-3.402, -0.938, -1.254], [-2.071, -1.312, -0.347], [-2.277, -1.839, 1.196], [-1.799, -0.481, 2.049], [-0.594, -0.049, 0.972], [0.714, 0.123, 1.175], [-1.396, 0.027, -0.278], [-4.588, -2.945, -1.889], [-3.092, 0.025, -1.887], [-4.246, -0.643, -0.491], [-1.371, -2.057, -0.962], [-3.276, -2.358, 1.514], [-1.422, -2.596, 1.514], [-1.425, -0.726, 3.153], [-2.615, 0.361, 2.024], [6.076, 2.904, -1.516], [5.135, 2.485, -0.862], [5.190, 2.195, 0.470], [3.860, 1.961, 0.895], [3.162, 1.565, -0.365], [3.890, 2.246, -1.369], [3.829, 1.175, 1.654], [3.459, 2.885, 1.323], [3.220, 0.488, -0.554], [2.112, 1.871, -0.372]], "forces_ev_per_a": [[-3.614, 0.188, 7.596], [2.903, 0.833, -4.392], [0.397, 0.028, 0.022], [-0.378, -0.391, -1.206], [1.619, 0.496, 1.128], [0.567, -0.582, -0.628], [3.296, 0.534, 1.501], [-8.749, -0.864, -1.922], [2.605, -1.920, 2.555], [1.410, 1.274, -1.014], [-0.734, -2.325, 1.295], [1.378, -0.731, -1.708], [-1.496, 1.710, 1.375], [1.691, 1.462, -0.917], [-1.806, 1.314, -1.123], [-0.773, 0.623, -2.666], [1.734, -1.623, 0.112], [-2.094, -0.934, 1.485], [1.924, 0.868, -1.443], [0.228, 0.179, -0.942], [-0.426, -0.122, 1.065], [-1.113, -0.555, -0.088], [1.032, 0.386, 0.195], [0.156, 0.171, -0.127], [0.025, -0.065, -0.050], [-0.033, 0.113, 0.047], [0.252, -0.067, -0.152]], "e_tot_ev": -21807.7702}


# 2
{"formula": "C4H8N2O2", "method": "ωB97M-V/def2-TZVPD", "elements": ["C", "N", "C", "C", "C", "O", "O", "N", "H", "H", "H", "H", "H", "H", "H", "H"], "coordinates": [[-2.232, 0.662, 0.012], [-0.998, 0.025, 0.245], [-0.546, -1.266, -0.004], [0.746, -1.292, -0.247], [1.312, 0.093, -0.085], [1.992, 0.536, -1.237], [2.104, 0.150, 1.084], [0.126, 0.901, 0.198], [-2.641, 0.961, 0.891], [-2.097, 1.458, -0.602], [-2.825, -0.182, -0.478], [-1.222, -2.148, -0.083], [1.329, -2.252, -0.394], [1.655, 1.402, -1.529], [2.986, -0.312, 1.151], [0.309, 1.262, 1.077]], "forces_ev_per_a": [[-0.460, -4.970, -1.621], [1.835, -0.457, 1.166], [-1.720, -0.044, -0.691], [1.799, -1.782, -0.382], [0.004, -1.123, -0.500], [0.222, 0.188, 0.158], [1.337, 0.475, 0.890], [0.395, -0.860, -2.224], [-1.681, 0.922, 2.637], [0.212, 2.332, -2.175], [-0.052, 1.578, 0.564], [0.352, 1.099, 0.276], [-0.627, 1.611, 0.123], [-0.003, -0.502, 0.513], [-1.648, 0.557, -1.064], [0.036, 0.976, 2.331]], "e_tot_ev": -11350.4394}


# 3
{"formula": "H4N2O3Si", "method": "ωB97M-V/def2-TZVPD", "elements": ["N", "Si", "O", "H", "H", "H", "O", "N", "O", "H"], "coordinates": [[1.214, 0.191, 1.234], [-0.164, -0.880, 1.329], [-1.394, -0.874, 0.421], [1.146, 0.904, 1.986], [1.267, 0.594, 0.270], [0.097, -1.871, 2.294], [0.741, 1.271, -2.195], [-0.250, 0.949, -1.583], [-0.976, -0.109, -2.220], [-1.681, -0.174, -1.535]], "forces_ev_per_a": [[-1.390, -0.137, -0.343], [0.370, 1.338, -1.446], [0.301, -0.104, 0.352], [0.530, -0.388, -0.941], [0.017, 0.109, 1.450], [0.050, -0.825, 1.046], [-2.680, -1.131, 1.374], [1.838, -0.128, -2.347], [0.681, 1.872, 1.051], [0.284, -0.605, -0.196]], "e_tot_ev": -17063.0795}


# 4
{"formula": "C14H33O5PRuS5", "method": "ωB97M-V/def2-TZVPD", "elements": ["Ru", "S", "C", "S", "S", "C", "O", "P", "O", "C", "O", "C", "H", "H", "H", "H", "H", "H", "H", "H", "H", "O", "S", "C", "C", "C", "C", "H", "H", "H", "H", "H", "H", "H", "H", "C", "S", "C", "H", "H", "H", "H", "H", "H", "C", "C", "O", "C", "C", "H", "H", "H", "H", "H", "H", "H", "H", "H", "H"], "coordinates": [[0.290, 0.299, 0.561], [-1.867, -0.606, -3.584], [-1.145, -0.259, -2.124], [-0.149, 1.116, -1.900], [-1.343, -1.282, -0.762], [1.037, -3.401, -1.916], [1.516, -3.220, -0.591], [1.632, -1.855, 0.264], [0.781, -2.141, 1.590], [0.800, -3.385, 2.299], [3.135, -2.091, 0.859], [4.192, -2.661, 0.097], [1.879, -3.557, -2.593], [0.455, -2.547, -2.261], [0.404, -4.287, -1.914], [0.356, -3.189, 3.273], [1.821, -3.751, 2.416], [0.204, -4.128, 1.769], [5.103, -2.504, 0.672], [4.287, -2.181, -0.880], [4.017, -3.727, -0.046], [-0.350, 2.530, 1.081], [0.219, 3.886, 1.364], [-1.272, 4.973, 1.513], [-1.022, 6.148, 0.586], [-0.433, 5.558, -0.691], [0.678, 4.611, -0.268], [-1.393, 5.261, 2.555], [-2.119, 4.365, 1.197], [-0.316, 6.841, 1.045], [-1.944, 6.690, 0.380], [-0.049, 6.338, -1.345], [-1.202, 5.010, -1.236], [1.622, 5.129, -0.115], [0.825, 3.781, -0.956], [4.120, 1.142, 1.237], [2.802, 1.772, 0.148], [3.363, 1.131, -1.454], [3.963, 1.593, 2.212], [5.080, 1.457, 0.839], [4.062, 0.061, 1.310], [3.190, 0.057, -1.507], [4.416, 1.365, -1.581], [2.779, 1.633, -2.221], [-2.943, 0.223, 1.650], [-2.225, 0.583, 2.933], [-0.840, 0.301, 2.795], [-0.067, 0.854, 3.846], [1.401, 0.627, 3.533], [-3.997, 0.471, 1.738], [-2.845, -0.842, 1.456], [-2.516, 0.793, 0.816], [-2.630, -0.002, 3.770], [-2.351, 1.654, 3.153], [-0.345, 0.385, 4.800], [-0.276, 1.934, 3.910], [1.676, -0.420, 3.643], [2.025, 1.235, 4.182], [1.563, 0.936, 2.487]], "forces_ev_per_a": [[0.455, 0.615, -3.177], [0.502, 0.232, 1.072], [-0.694, -0.449, -1.520], [0.362, -0.838, 1.947], [1.051, 1.253, 0.755], [-0.236, -0.052, -0.869], [0.291, 1.273, 0.665], [-0.785, -0.894, 1.414], [0.310, -0.221, -0.182], [0.018, -0.305, 0.238], [-1.116, 0.892, -0.249], [0.318, -0.213, -0.276], [-0.009, -0.029, 0.151], [0.014, -0.044, 0.032], [0.021, 0.086, 0.002], [0.060, -0.042, -0.051], [-0.038, 0.046, 0.036], [0.013, 0.063, -0.019], [-0.052, -0.027, -0.094], [0.058, 0.002, 0.037], [0.042, 0.035, 0.009], [-0.489, -1.653, -0.073], [-0.177, 0.843, -0.433], [0.444, -0.046, 0.164], [0.007, 0.014, -0.158], [-0.084, 0.096, -0.015], [-0.081, 0.051, 0.260], [0.008, -0.079, 0.035], [0.109, -0.157, -0.047], [-0.007, 0.076, -0.014], [-0.011, 0.035, 0.105], [0.004, -0.017, -0.087], [-0.026, -0.014, -0.017], [0.113, 0.017, 0.014], [0.055, -0.075, 0.134], [-0.342, 0.128, -0.307], [-0.155, -0.457, 0.142], [-0.138, 0.033, 0.304], [0.032, 0.011, 0.077], [0.052, 0.035, 0.015], [0.039, -0.071, 0.046], [0.068, 0.054, -0.106], [0.035, 0.010, -0.012], [0.001, -0.081, -0.036], [0.317, 0.193, 0.309], [-0.641, 0.079, -0.074], [0.288, -0.441, -0.352], [0.322, 0.187, 0.208], [-0.479, -0.045, -0.118], [-0.140, 0.016, 0.000], [-0.089, 0.044, -0.067], [-0.174, -0.121, 0.067], [0.129, 0.156, -0.015], [0.059, -0.160, 0.019], [-0.031, 0.110, -0.144], [-0.005, -0.186, 0.035], [0.038, -0.023, -0.057], [0.107, 0.050, -0.011], [0.255, 0.006, 0.293]], "total_charge": 1, "e_tot_ev": -91330.7479, "s_squared": 1.034, "multiplicity": 2}


# 5
{"formula": "C49H59ClLuN7OSe", "method": "ωB97M-V/def2-TZVPD", "elements": ["Lu", "C", "C", "C", "C", "C", "C", "C", "C", "C", "C", "C", "C", "C", "C", "C", "C", "N", "C", "C", "C", "N", "C", "C", "C", "N", "C", "C", "C", "C", "C", "C", "C", "C", "C", "C", "C", "C", "N", "C", "C", "H", "H", "H", "H", "H", "H", "H", "H", "H", "H", "H", "H", "H", "H", "H", "H", "H", "H", "H", "H", "H", "H", "H", "H", "H", "H", "H", "H", "H", "H", "H", "H", "H", "H", "H", "H", "H", "H", "H", "H", "H", "H", "H", "H", "C", "C", "O", "N", "C", "C", "C", "C", "C", "C", "N", "H", "H", "H", "H", "H", "H", "H", "H", "H", "H", "H", "Cl", "Se", "C", "C", "C", "N", "C", "C", "H", "H", "H", "H"], "coordinates": [[0.961, 0.229, 0.043], [6.553, 1.824, 1.692], [5.737, 2.921, 2.457], [4.342, 2.316, 2.677], [4.139, 1.125, 3.402], [5.155, 0.477, 4.259], [5.208, 1.110, 5.669], [3.070, 0.520, 2.789], [2.389, -0.634, 3.455], [1.230, -1.177, 3.268], [0.579, -2.222, 4.011], [1.190, -2.782, 5.278], [1.564, -1.716, 6.318], [-0.439, -2.720, 3.244], [-0.597, -1.733, 2.235], [-1.694, -1.424, 1.431], [-2.009, -0.274, 0.588], [-1.227, 0.824, 0.408], [-1.867, 1.661, -0.569], [-1.195, 2.622, -1.333], [0.154, 3.048, -1.167], [1.089, 2.494, -0.331], [2.157, 3.325, -0.305], [3.354, 3.225, 0.576], [3.360, 2.208, 1.557], [2.493, 1.252, 1.775], [1.830, 4.518, -0.970], [0.565, 4.362, -1.520], [-0.413, 5.317, -2.313], [-1.659, 5.796, -1.574], [2.653, 5.750, -1.245], [1.987, 6.993, -0.556], [-3.097, 1.151, -0.932], [-3.205, -0.015, -0.215], [-4.388, -1.044, -0.232], [-5.400, -0.844, 0.968], [-4.082, 1.748, -1.904], [-3.609, 2.561, -3.171], [0.503, -0.957, 2.096], [-1.519, -3.804, 3.526], [-0.923, -4.965, 4.306], [7.498, 2.253, 1.240], [6.026, 1.476, 0.781], [6.712, 0.971, 2.309], [5.696, 3.934, 1.975], [6.250, 3.222, 3.457], [5.920, 0.394, 3.537], [4.843, -0.508, 4.340], [5.438, 2.176, 5.550], [5.829, 0.644, 6.420], [4.202, 1.102, 6.111], [2.953, -1.151, 4.327], [2.027, -3.482, 5.043], [0.344, -3.405, 5.624], [1.183, -2.035, 7.264], [1.110, -0.773, 5.982], [2.628, -1.586, 6.311], [-2.508, -2.093, 1.357], [-1.734, 2.889, -2.259], [4.041, 3.946, 0.282], [-0.760, 4.691, -3.165], [0.198, 6.130, -2.649], [-1.988, 5.064, -0.875], [-2.413, 5.897, -2.344], [-1.566, 6.730, -1.099], [2.649, 5.895, -2.314], [3.619, 5.553, -0.870], [0.916, 6.907, -0.524], [2.173, 7.984, -0.967], [2.277, 7.083, 0.456], [-3.986, -2.039, 0.078], [-5.037, -1.028, -1.085], [-4.813, -1.109, 1.880], [-6.187, -1.638, 0.835], [-5.942, 0.128, 1.084], [-4.839, 2.286, -1.330], [-4.561, 0.830, -2.324], [-3.309, 3.612, -2.973], [-4.419, 2.509, -3.870], [-2.865, 2.018, -3.670], [-2.255, -4.066, 2.709], [-2.095, -3.374, 4.390], [-1.571, -5.862, 4.210], [-0.879, -4.750, 5.368], [0.058, -5.265, 3.948], [0.104, -7.358, -1.969], [-0.295, -6.121, -1.113], [-1.359, -5.838, -0.609], [0.628, -5.064, -1.100], [0.550, -3.707, -0.682], [0.519, -2.675, -1.838], [-0.120, -2.856, -3.044], [-0.298, -1.847, -3.985], [-0.037, -0.582, -3.611], [0.316, -0.352, -2.246], [0.827, -1.394, -1.489], [1.163, -7.561, -2.072], [-0.220, -7.451, -3.009], [-0.299, -8.414, -1.644], [1.455, -5.229, -1.628], [1.295, -3.418, 0.081], [-0.320, -3.661, -0.001], [-0.573, -3.814, -3.279], [-0.807, -2.084, -4.918], [-0.436, 0.186, -4.217], [-3.793, 10.420, -4.511], [-4.354, 10.849, -4.554], [0.445, -10.882, -1.238], [-4.648, 0.222, -6.881], [-4.051, -1.379, -6.055], [-3.511, -2.428, -6.848], [-3.040, -3.580, -6.237], [-3.066, -3.929, -4.895], [-3.523, -2.872, -4.169], [-4.072, -1.647, -4.674], [-3.581, -2.314, -7.927], [-2.693, -4.434, -6.859], [-3.548, -3.065, -3.085], [-4.461, -0.947, -3.934]], "forces_ev_per_a": [[-0.911, 0.946, 1.064], [0.381, 2.155, -1.816], [0.071, 0.674, 1.384], [0.812, -1.901, -1.409], [1.390, 2.799, -1.170], [-1.646, 0.849, 1.137], [-0.168, 0.708, -0.712], [-4.507, -2.698, 1.161], [5.661, 1.750, 2.032], [-3.276, -1.060, -3.453], [1.123, -1.799, 0.148], [-1.255, -0.837, -0.473], [-0.618, -0.072, -1.403], [-1.741, -0.355, 1.352], [-0.348, 1.877, -3.223], [-1.035, 0.857, -1.279], [0.792, 1.155, 0.406], [0.652, 0.403, -0.861], [3.943, 0.455, 0.262], [-0.112, -1.611, 0.336], [-0.329, 0.799, 1.424], [-0.326, -1.188, -0.750], [1.872, 0.252, 2.081], [-5.383, -2.640, -1.580], [3.224, 4.844, 0.937], [-0.462, -3.300, -0.294], [-0.739, 1.431, -2.012], [-0.958, 0.365, -0.598], [1.424, -2.090, 0.699], [0.230, -0.711, -1.259], [-2.015, 0.480, 0.789], [0.306, -0.164, -0.685], [-1.380, -1.166, 0.323], [-2.585, -2.473, -0.361], [0.465, 1.074, 2.469], [0.035, -0.715, 0.230], [-0.067, -1.059, -0.788], [-1.205, 0.205, 1.781], [0.057, 0.847, 0.778], [0.070, 1.430, 1.786], [-0.486, -1.886, -0.703], [-0.594, -0.575, 0.970], [-0.191, 0.237, 0.618], [0.655, -0.309, 0.109], [-0.036, -1.147, -0.168], [-0.762, -0.954, -1.406], [1.976, 0.237, 0.699], [-0.566, -2.087, 0.516], [0.272, -0.172, 0.314], [0.609, -0.161, -0.142], [0.031, -0.167, -0.390], [-0.685, 1.499, -1.523], [-0.502, 0.538, 0.141], [0.940, 0.206, 0.501], [0.016, 0.137, 0.838], [0.120, -0.130, 0.546], [0.568, 0.196, 0.470], [-0.577, -1.021, 0.381], [0.656, 0.446, 1.135], [1.641, 0.957, 0.607], [0.408, 0.645, 0.251], [0.084, 0.599, -0.619], [-0.332, -0.540, 0.616], [-0.520, 0.172, 0.012], [0.360, 1.193, 0.733], [0.380, 0.105, -0.362], [1.398, 0.333, 0.148], [-0.537, -0.306, -0.187], [0.414, -0.128, -0.550], [0.477, -0.193, 1.280], [-0.240, 0.515, -1.321], [0.451, -0.259, -1.004], [-0.776, 0.535, -0.316], [0.627, 0.695, 0.267], [0.810, -0.614, -0.259], [-0.085, 0.116, -0.159], [-0.119, 0.824, 0.187], [-0.296, -0.681, -0.156], [-0.644, 0.400, -0.336], [1.473, -0.641, -0.628], [1.376, 0.373, 0.653], [-0.356, 0.257, -1.288], [0.339, 0.461, 0.029], [0.125, -0.038, 0.008], [0.153, -0.011, 0.008], [-0.811, -2.369, 0.832], [0.003, 1.996, -1.251], [-0.840, -1.427, 0.387], [1.833, -1.564, -0.926], [-0.952, 0.371, 0.683], [-0.962, 0.322, 0.754], [0.149, -1.962, 0.063], [-0.328, -1.156, -0.145], [-0.441, 0.561, 2.204], [2.363, 0.557, 0.396], [-1.412, -0.103, -0.743], [0.440, 0.416, 0.532], [-0.532, 1.259, 0.008], [0.633, 2.073, 0.360], [0.548, -0.436, -0.343], [0.568, -0.187, -0.656], [-0.403, 0.411, -0.900], [0.257, -0.151, 0.108], [0.220, 0.023, 0.051], [0.066, 1.069, -0.475], [1.094, -0.841, 0.085], [-1.094, 0.840, -0.084], [0.024, -0.006, -0.027], [0.000, -0.192, 0.375], [0.073, -0.055, 0.004], [-0.209, -0.053, 0.956], [-0.158, -1.859, 0.109], [-0.198, 3.050, -1.210], [-0.816, -0.208, -0.200], [1.054, -1.373, 0.468], [0.388, -0.180, 0.164], [-0.134, 0.757, 0.191], [-0.006, 0.262, -0.383], [0.087, -0.016, -0.356]], "total_charge": -2, "e_tot_ev": -175736.5286}